The following is a quantum chemistry calculation of a 5-piece molecular cluster, C12H37N3O5 overall, from the OMol25 dataset.

Kohn-Sham gap, eV: 9.435
ΔE to the lowest compared entry with this formula, charge and spin, eV: 1.2091
Total charge: 0
Multiplicity: 1
Highest occupied orbital energy, eV: -8.901

Element x y z (Å)
O 15.673 -7.374 -9.976
O 19.217 -8.248 -10.783
O 14.346 -5.122 -8.913
O 15.092 -8.337 -12.455
O 22.735 -5.691 -8.327
N 17.448 -9.134 -8.536
N 20.535 -7.532 -8.394
N 13.269 -10.103 -11.382
C 20.419 -6.145 -8.696
C 23.763 -4.950 -7.604
C 17.970 -11.360 -9.066
C 14.988 -9.645 -13.002
C 14.533 -10.544 -11.866
C 19.113 -7.727 -12.088
C 14.418 -11.976 -12.257
C 18.445 -9.943 -9.204
C 18.593 -9.482 -10.666
C 18.989 -5.720 -8.358
C 21.473 -5.306 -7.913
C 15.292 -7.321 -13.458
H 18.240 -6.328 -8.866
H 20.104 -8.085 -9.121
H 13.591 -12.136 -12.948
H 14.279 -12.577 -11.358
H 21.189 -5.422 -6.867
H 12.595 -10.180 -12.130
H 16.111 -7.515 -14.151
H 18.863 -5.828 -7.280
H 18.149 -7.242 -12.243
H 17.882 -8.233 -8.393
H 23.718 -3.861 -7.600
H 14.773 -5.978 -8.888
H 15.301 -12.248 -12.836
H 16.908 -11.515 -9.257
H 21.521 -7.710 -8.517
H 18.848 -4.670 -8.617
H 14.464 -6.930 -14.048
H 17.390 -9.473 -7.587
H 13.401 -9.102 -11.353
H 15.418 -7.771 -10.809
H 15.552 -6.400 -12.937
H 18.124 -11.625 -8.019
H 15.966 -9.901 -13.411
H 15.238 -10.394 -11.048
H 19.218 -8.487 -12.862
H 21.331 -4.267 -8.212
H 16.397 -7.917 -9.662
H 20.468 -6.091 -9.784
H 23.824 -5.293 -6.571
H 18.502 -12.087 -9.680
H 19.399 -9.962 -8.678
H 17.651 -9.542 -11.213
H 24.662 -5.198 -8.168
H 19.089 -10.261 -11.245
H 19.947 -7.064 -12.314
H 14.523 -4.790 -9.793
H 14.317 -9.700 -13.860

The following is a quantum chemistry calculation of C12H38Ba3F3NO10 as an isolated structure, from the OMol25 dataset.

Kohn-Sham gap, eV: 2.426
ΔE to the lowest compared entry with this formula, charge and spin, eV: 0.0000
Total charge: +4
Multiplicity: 1
Highest occupied orbital energy, eV: -17.957

Element x y z (Å)
Ba 3.186 -0.060 -3.715
Ba 3.403 0.592 0.319
Ba 1.865 3.324 -2.290
F 0.053 5.349 1.474
F 2.214 5.490 1.688
F 0.985 4.861 3.365
O 2.054 3.104 0.527
O -3.095 -1.910 1.472
O -0.021 2.761 1.317
O 2.356 -0.203 2.908
O 1.323 -1.349 0.451
O -0.127 1.019 -5.721
O -0.112 -3.816 -2.912
O 0.858 -3.619 2.315
O -0.643 3.769 -1.135
O 1.322 0.700 -1.745
N 2.100 -3.236 -1.166
C 1.261 3.316 1.615
C -0.384 -0.349 -5.382
C -0.901 2.514 2.419
C 2.178 -4.105 2.690
C -2.296 2.163 1.907
C 0.105 0.201 -1.138
C -3.676 -2.623 0.381
C 1.742 0.032 4.214
C 0.240 -0.487 0.215
C -1.527 -3.528 -2.711
C 1.131 4.793 2.041
C -2.020 4.213 -1.187
H -2.006 -3.402 -3.686
H -2.180 4.707 -2.143
H 1.677 2.713 2.440
H -4.384 -3.363 0.733
H 2.062 -5.182 2.622
H 1.542 -0.912 4.710
H -0.435 -0.401 -1.883
H -1.286 -0.614 -5.920
H -0.504 -0.486 -4.297
H 0.592 1.397 -5.214
H 0.185 0.302 0.981
H -1.065 3.387 3.056
H -1.650 -2.574 -2.195
H 0.464 -0.988 -5.695
H 0.273 -3.145 -3.474
H 0.942 -2.992 1.594
H -2.351 1.160 1.476
H -0.502 1.721 3.058
H -2.291 -1.506 1.140
H -0.689 -1.060 0.306
H 2.263 -4.209 -0.869
H -2.506 2.862 1.092
H -1.985 -4.375 -2.219
H 1.738 -0.758 2.404
H 1.451 -2.673 -0.487
H -0.578 1.050 -1.024
H -2.713 3.374 -1.150
H -4.211 -1.934 -0.286
H 2.988 -2.732 -1.177
H -0.526 3.032 -0.504
H 2.442 0.652 4.767
H 1.735 -3.292 -2.117
H 2.403 -3.682 3.662
H -3.063 2.311 2.658
H 2.873 -3.773 1.907
H -2.227 4.937 -0.403
H 0.835 0.629 4.137
H -2.890 -3.097 -0.219

The following is a quantum chemistry calculation of a 8-piece molecular cluster, C12H39NO8 overall, from the OMol25 dataset.

Kohn-Sham gap, eV: 8.085
ΔE to the lowest compared entry with this formula, charge and spin, eV: 1.8646
Total charge: 0
Multiplicity: 1
Highest occupied orbital energy, eV: -7.886

Element x y z (Å)
O -6.414 0.484 25.303
O -7.343 -2.064 18.816
O -9.029 -5.586 22.607
O -8.993 0.246 19.182
O -6.164 -6.071 22.821
O -11.469 -3.952 22.810
O -11.002 -1.506 20.388
O -8.971 -3.408 20.595
N -6.176 0.223 23.946
C -12.298 -4.536 21.811
C -8.634 0.166 23.348
C -4.249 1.666 24.018
C -5.550 1.342 23.280
C -5.110 0.900 21.874
C -6.917 -0.841 21.819
C -9.392 0.122 17.814
C -7.369 -1.877 23.975
C -6.442 2.602 23.158
C -6.268 0.317 21.048
C -5.982 -5.291 21.613
C -7.248 -0.522 23.296
H -6.972 1.145 20.933
H -5.298 -6.477 22.916
H -5.805 3.462 22.947
H -11.695 -5.040 21.051
H -11.933 -1.463 20.139
H -8.753 0.894 22.545
H -3.636 2.418 23.516
H -8.067 -5.609 22.769
H -10.425 0.479 17.727
H -4.630 1.735 21.363
H -6.890 -5.086 21.041
H -8.872 0.853 17.190
H -7.612 -1.904 25.043
H -9.230 -0.858 17.367
H -6.908 2.781 24.130
H -10.777 -4.619 22.935
H -4.366 0.100 21.961
H -9.438 -0.568 23.262
H -6.173 -0.331 25.757
H -5.442 -5.869 20.854
H -7.833 -1.241 18.658
H -12.881 -3.783 21.277
H -8.733 0.646 24.323
H -7.864 -1.100 21.346
H -10.975 -1.194 21.307
H -6.467 -2.491 23.875
H -7.930 -2.582 19.409
H -3.567 0.813 24.075
H -9.409 -5.956 23.413
H -5.474 -4.355 21.837
H -6.300 -1.729 21.662
H -8.966 -3.916 21.417
H -9.870 -3.033 20.532
H -5.929 0.042 20.053
H -8.139 -2.499 23.506
H -4.456 1.971 25.045
H -13.031 -5.234 22.223
H -7.225 2.496 22.414
H -9.543 -0.412 19.648

The following is a quantum chemistry calculation of a 7-piece molecular cluster, C12H39O7 overall, from the OMol25 dataset.

Kohn-Sham gap, eV: 9.995
ΔE to the lowest compared entry with this formula, charge and spin, eV: 6.3078
Total charge: +1
Multiplicity: 1
Highest occupied orbital energy, eV: -12.109

Element x y z (Å)
O -1.135 -1.877 0.429
O 0.103 0.468 -0.197
O -0.112 1.420 -2.702
O -0.084 1.813 2.259
O 3.208 -4.741 -1.163
O -2.777 1.700 -0.203
O 1.540 3.061 -0.183
C -3.433 1.732 1.054
C 2.897 2.848 0.221
C 0.292 0.806 3.199
C 2.305 -2.724 -0.065
C 1.907 0.334 -3.139
C 3.036 1.475 0.890
C 0.949 1.357 -3.607
C -2.145 -1.519 -1.717
C -1.943 -2.466 -0.563
C 2.246 -4.234 -0.218
C -1.039 0.297 3.709
C -4.630 0.738 1.058
H -1.517 -0.207 2.890
H -2.751 -0.478 -1.451
H 3.171 -2.356 0.397
H 1.283 -4.580 -0.804
H -0.198 2.682 2.620
H 2.771 0.092 -3.783
H -0.479 -0.216 -0.270
H -5.384 1.073 0.029
H 2.310 -4.774 0.700
H 2.115 0.218 -2.058
H 3.188 3.662 0.941
H 0.696 1.293 -4.682
H -1.219 -1.160 -2.207
H -1.858 0.950 4.134
H 2.449 -2.315 -1.042
H -2.993 -2.608 -0.043
H 1.648 3.942 -0.501
H -3.456 2.133 -0.798
H 3.589 3.080 -0.783
H 0.782 1.226 4.072
H 0.705 -0.118 2.665
H 4.111 1.291 1.402
H 2.412 1.414 1.930
H 1.230 -0.620 -3.322
H -0.760 1.978 -3.031
H -1.565 -3.251 -0.908
H -0.887 -0.361 4.546
H 0.311 1.069 0.508
H -3.953 2.514 1.286
H 1.453 2.313 -3.311
H 3.270 -5.661 -1.003
H 2.919 0.558 0.287
H -0.025 0.980 -1.008
H -4.084 -0.183 0.828
H -2.829 -1.982 -2.526
H 1.403 -2.253 0.211
H -5.186 0.808 1.951
H -2.728 1.593 1.830
H -1.157 -2.225 1.251